1 | 9
Properties=species:S:1:pos:R:3:mulliken_spin:R:1 method="wB97M-V/def2-TZVPD" homo_lumo_gap_ev="8.244 / 7.547" s2=2.035 spin_multiplicity=3 homo_ev="-7.833 / -10.970"
C -0.15863 0.95211 0.49008 -0.0538
C -0.37982 -0.33717 -0.23299 0.7245
N -0.88204 2.02424 0.49607 0.3817
O 0.28973 -2.50675 -1.55460 0.2180
O 1.77056 -1.75769 0.36434 0.2085
S 0.74003 -1.51448 -0.60239 0.5479
H 0.67084 0.86053 1.10161 0.0037
H -1.41210 -0.39434 -1.19255 -0.0227
H -0.63858 2.67356 1.13042 -0.0078



2 | 9
Properties=species:S:1:pos:R:3:mulliken_spin:R:1 method="wB97M-V/def2-TZVPD" homo_lumo_gap_ev="6.712 / 8.698" s2=2.012 spin_multiplicity=3 homo_ev="-8.381 / -11.268"
C -0.21544 -0.84220 2.45261 0.3988
C 0.01533 -0.04805 -0.23443 0.9466
N 0.27962 -1.99732 1.97952 -0.0145
O 1.49204 -2.15864 2.15684 0.1326
O -0.49730 -2.79141 1.42093 0.1343
S -0.57425 0.06084 3.69621 0.3620
H -0.64270 0.86009 -0.15936 0.0144
H 1.09852 0.04709 -0.04373 0.0050
H -0.58612 -0.86130 -0.57223 0.0207



Most stable: 1. Least stable: 2.